20
Properties=species:S:1:pos:R:3 method="wB97M-V/def2-TZVPD" e_lumo_ev="0.59 / -0.34" de_lowest_kcal_mol=131.8 spin_multiplicity=1 orbital_gap_ev="7.8 / 5.8" homo_energy_ev="-7.2055 / -6.1506"
C 1.3509 -0.4035 -0.2378
C 1.5504 0.9340 0.3092
C -0.9127 0.7225 -0.7991
C -1.5451 0.9144 1.6433
N -0.5111 0.8174 0.6164
C -0.2699 -0.5042 -0.2700
N 1.8301 -0.5949 -1.5972
C -0.8912 -1.7456 -0.2508
H 1.6729 -1.1738 0.4732
H 2.8305 -0.7541 -1.6148
H 1.3656 -1.4144 -1.9851
H 1.6610 1.7705 -0.3692
H 1.8557 1.0683 1.3380
H -0.3775 1.3693 -1.4851
H -1.9819 0.6646 -0.9806
H -1.1917 0.4341 2.5580
H -2.4903 0.4507 1.3524
H -1.7294 1.9718 1.8474
H -1.6769 -1.9928 -0.9512
H -0.5393 -2.5343 0.4031

---

108
Properties=species:S:1:pos:R:3 method="wB97M-V/def2-TZVPD" e_lumo_ev=-2.06 charge=+1 spin_multiplicity=1 orbital_gap_ev=9.4 homo_energy_ev=-11.4161
C -2.6903 1.6302 -0.8162
C -1.5640 1.0981 -1.6524
O -1.7082 0.6395 -2.7486
N -0.1959 1.0683 -1.0785
C -0.0996 -0.0947 -0.1722
C 1.1950 -0.8445 -0.1785
O -1.0565 -0.3907 0.4987
C 0.2569 2.2961 -0.4669
C -0.2075 3.5486 -1.2314
O 0.7524 4.5841 -1.1356
C 1.4033 4.6755 0.1230
C 2.2769 3.4232 0.3556
N 1.7678 2.3579 -0.5618
H -2.4134 1.8595 0.2152
H -3.4750 0.8655 -0.8204
H -3.1078 2.5274 -1.2903
H 1.4682 -1.1512 -1.1907
H 2.0213 -0.2622 0.2509
H 1.0915 -1.7321 0.4499
H 0.0327 2.3719 0.6086
H -1.1933 3.8744 -0.8754
H -0.2751 3.2986 -2.2989
H 0.6865 4.8253 0.9394
H 2.0474 5.5562 0.0889
H 2.1802 3.0560 1.3818
H 3.3323 3.5870 0.1278
H 2.1984 1.4522 -0.3815
H 2.0010 2.6126 -1.5276
Br 0.7867 -1.8016 -3.8032
C -0.9808 -1.7731 -4.6162
C -1.2332 -3.0201 -5.4193
Br -0.2306 -3.0473 -7.0821
H -1.0264 -0.8695 -5.2151
H -1.6837 -1.7066 -3.7902
H -2.2844 -3.0750 -5.6939
H -0.9499 -3.9155 -4.8727
Br -4.2629 -1.7491 -2.3937
C -4.3371 -2.8929 -0.8181
C -3.0657 -2.8145 -0.0167
Br -1.5835 -3.7451 -0.8689
H -4.5416 -3.8957 -1.1802
H -5.1773 -2.5326 -0.2280
H -3.2056 -3.2940 0.9501
H -2.7419 -1.7917 0.1353
Br 3.2622 7.6305 1.5528
C 1.9562 8.7596 0.6522
C 0.8298 9.1513 1.5712
Br -0.4040 7.6848 1.9194
H 1.6095 8.2136 -0.2207
H 2.5025 9.6456 0.3381
H 0.2324 9.9430 1.1251
H 1.2005 9.4777 2.5392
Br -5.9217 3.2542 -1.6426
C -6.4976 1.4359 -2.0311
C -7.4583 0.9051 -1.0033
Br -6.5382 0.4586 0.6518
H -5.5994 0.8272 -2.0741
H -6.9564 1.4749 -3.0161
H -7.9087 -0.0198 -1.3557
H -8.2342 1.6205 -0.7497
Br 5.5728 4.5781 -1.0549
C 6.8409 3.4663 -0.0852
C 6.7645 2.0230 -0.5080
Br 5.0966 1.2114 0.0908
H 6.6097 3.5922 0.9680
H 7.8298 3.8684 -0.2929
H 7.5607 1.4391 -0.0539
H 6.7810 1.9038 -1.5867
Br 0.6512 -3.5198 3.3372
C 0.9249 -4.8808 1.9692
C 2.3856 -5.1203 1.6913
Br 3.1843 -3.6657 0.6805
H 0.3772 -4.5128 1.1062
H 0.4657 -5.7907 2.3488
H 2.5054 -6.0106 1.0784
H 2.9665 -5.2128 2.6035
Br 0.6142 -0.3250 6.4774
C -1.0219 -1.3366 6.1904
C -1.6208 -1.8228 7.4843
Br -0.6029 -3.2853 8.2519
H -0.7653 -2.1632 5.5353
H -1.7091 -0.6636 5.6829
H -2.6230 -2.2077 7.3102
H -1.6546 -1.0389 8.2347
Br 1.1057 -5.4427 -3.2455
C 1.1447 -7.3615 -2.9189
C -0.1339 -7.8543 -2.2987
Br -0.2725 -7.3490 -0.4270
H 2.0071 -7.5558 -2.2887
H 1.2883 -7.8285 -3.8903
H -0.1743 -8.9411 -2.3162
H -1.0084 -7.4392 -2.7910
Br -0.8790 -11.7529 -1.4808
C -0.8376 -12.3562 -3.3277
C 0.5663 -12.5941 -3.8174
Br 1.5356 -10.9340 -4.1186
H -1.3470 -11.5983 -3.9151
H -1.4068 -13.2824 -3.3545
H 0.5493 -13.1060 -4.7765
H 1.1539 -13.1652 -3.1055
Br 0.8362 12.3342 3.1325
C 0.9123 11.5451 4.9094
C 2.2728 11.6884 5.5421
Br 3.5961 10.5172 4.7334
H 0.6269 10.5031 4.7997
H 0.1634 12.0659 5.5009
H 2.2257 11.4125 6.5929
H 2.6603 12.6978 5.4459

---

66
Properties=species:S:1:pos:R:3 method="wB97M-V/def2-TZVPD" e_lumo_ev=2.71 de_lowest_kcal_mol=6.7 charge=-1 spin_multiplicity=1 orbital_gap_ev=7.7 homo_energy_ev=-4.9739
Au 0.8421 -0.2389 0.1330
C 0.6746 1.9399 -3.0269
C -0.0103 2.4290 -1.7512
C -1.4820 2.1029 -1.7574
C -2.2800 2.7927 -2.6671
C -3.6163 2.4932 -2.8347
C -4.1545 1.4308 -2.1248
C -3.3986 0.7135 -1.2062
C -3.9737 -0.5997 -0.7181
C -3.4357 -1.7504 -1.5694
C -2.0689 1.1167 -0.9533
N -1.3310 0.4388 0.0475
C -1.9368 0.2847 1.1954
C -1.5073 -0.6043 2.1965
C -2.0677 -0.8754 3.4598
C -1.3008 -1.9006 3.9977
C -0.3164 -2.1971 3.0292
N -0.4353 -1.4204 1.9587
H 1.7310 2.2151 -3.0258
H 0.2122 2.3648 -3.9190
H 0.6085 0.8543 -3.1017
H 0.1208 3.5111 -1.6447
H 0.4896 1.9661 -0.9032
H -1.8247 3.5826 -3.2537
H -4.2227 3.0520 -3.5355
H -5.1761 1.1191 -2.3059
H -5.0625 -0.5423 -0.7990
H -3.7568 -0.8189 0.3265
H -3.6446 -1.5884 -2.6276
H -3.8831 -2.6985 -1.2682
H -2.3551 -1.8385 -1.4568
H -2.8507 0.8515 1.3851
H -2.9277 -0.3937 3.8973
H -1.4318 -2.3846 4.9521
H 0.4676 -2.9392 3.0978
C 4.8596 -1.9083 0.5641
C 3.3722 -1.9406 0.1789
C 3.1947 -2.8053 -1.0618
C 2.8920 -0.4954 0.0252
H 5.2464 -2.9178 0.7215
H 5.0271 -1.3329 1.4752
H 5.4469 -1.4485 -0.2350
H 2.8272 -2.4021 1.0113
H 3.6596 -2.3261 -1.9274
H 2.1504 -2.9875 -1.3050
H 3.6816 -3.7722 -0.9166
H 3.2235 -0.0598 -0.9213
H 3.3382 0.0910 0.8230
B -0.3237 -2.7708 -3.7830
C 0.0642 -2.0186 -2.4441
N 0.3603 -1.4641 -1.4766
H 0.6481 -3.4238 -4.1026
H -1.2819 -3.4716 -3.5425
H -0.5793 -1.9153 -4.6036
N 1.8586 4.3167 5.8655
C 1.7239 3.6138 4.9652
C 1.5587 2.7408 3.8371
C 1.9787 1.4132 3.9090
C 1.8200 0.5861 2.8139
C 1.2366 1.0429 1.6276
C 0.8158 2.3714 1.5805
C 0.9770 3.2167 2.6690
H 2.4153 1.0347 4.8239
H 2.1319 -0.4469 2.8935
H 0.3377 2.7670 0.6933
H 0.6433 4.2454 2.6155

---

60
Properties=species:S:1:pos:R:3 method="wB97M-V/def2-TZVPD" e_lumo_ev="-2.84 / -6.55" charge=+1 spin_multiplicity=5 s_squared=6.015 orbital_gap_ev="10.0 / 6.6" homo_energy_ev="-12.8127 / -13.1305"
Pt 0.5866 -0.1327 0.2149
C -0.1119 -0.1769 -3.5908
O -1.0700 -0.5593 -2.6148
Si -1.9770 0.2457 -1.5469
C -3.6625 -0.5364 -1.6040
C -2.0058 2.0759 -1.8397
C -1.3583 -0.1118 0.3516
Si -1.6176 1.2959 1.7452
C -0.7869 0.7601 3.3317
C -0.9733 2.9773 1.2306
C -3.4770 1.4275 1.9718
Si -1.8082 -2.0115 0.8600
C -3.6469 -2.0701 1.2393
C -0.8194 -2.4894 2.3752
C -1.3168 -3.1079 -0.5755
H -0.5959 -0.1576 -4.5678
H 0.6809 -0.9209 -3.5921
H 0.3134 0.8002 -3.3719
H -4.0703 -0.2827 -2.5853
H -4.3481 -0.1707 -0.8483
H -3.6078 -1.6195 -1.5425
H -2.3055 2.2229 -2.8797
H -1.0367 2.5461 -1.6993
H -2.7390 2.5794 -1.2154
H 0.2665 0.5089 3.2101
H -1.2906 -0.0737 3.8121
H -0.8354 1.6097 4.0152
H -0.0599 2.9792 0.6410
H -0.7536 3.5136 2.1557
H -1.7246 3.5501 0.6931
H -3.8732 0.6276 2.5915
H -4.0262 1.4503 1.0334
H -3.6667 2.3722 2.4830
H -4.1315 -1.1008 1.2205
H -3.7937 -2.4963 2.2304
H -4.1582 -2.7095 0.5220
H -1.2101 -2.0529 3.2895
H 0.2465 -2.2722 2.3145
H -0.9155 -3.5730 2.4643
H -0.4996 -2.7061 -1.1693
H -2.1488 -3.2969 -1.2518
H -0.9906 -4.0676 -0.1753
O 2.7862 3.2580 -0.0603
S 2.4944 1.8700 -0.0833
O 1.9539 1.3072 1.1983
O 1.4455 1.4645 -1.0862
C 3.9810 0.9704 -0.4672
C 5.0689 1.7801 -0.7432
C 6.3092 1.2269 -1.0453
C 6.4626 -0.1412 -1.0659
C 5.3759 -0.9661 -0.7916
C 4.1353 -0.4302 -0.4942
S 2.8690 -1.6533 -0.2056
O 1.7669 -1.3437 -1.1892
O 3.4459 -2.9425 -0.3307
O 2.2279 -1.3530 1.1093
H 4.9409 2.8517 -0.7129
H 7.1463 1.8773 -1.2561
H 7.4224 -0.5832 -1.2933
H 5.4867 -2.0394 -0.8090

---

17
Properties=species:S:1:pos:R:3 method="wB97M-V/def2-TZVPD" e_lumo_ev="-0.04 / -0.04" de_lowest_kcal_mol=87.3 smiles="CCC1=C=CCC1" spin_multiplicity=1 orbital_gap_ev="7.9 / 7.9" homo_energy_ev="-7.9869 / -7.9851"
C 2.2157 0.3558 0.1106
C 1.2085 -0.6078 0.7379
C -0.1635 -0.0176 0.7562
C -0.3804 1.3084 0.5263
C -1.2382 1.3577 -0.5206
C -1.6273 -0.0481 -0.9770
C -1.3830 -0.8224 0.3789
H 1.9176 0.5994 -0.9152
H 3.2179 -0.0795 0.0900
H 2.2397 1.3000 0.6622
H 1.1577 -1.5476 0.1701
H 1.5158 -0.8913 1.7531
H -1.6457 2.2518 -0.9860
H -2.6425 -0.1256 -1.3820
H -0.9431 -0.4713 -1.7271
H -1.2103 -1.9015 0.2817
H -2.2388 -0.6605 1.0407

---

34
Properties=species:S:1:pos:R:3 method="wB97M-V/def2-TZVPD" e_lumo_ev=3.59 charge=-1 spin_multiplicity=1 orbital_gap_ev=5.1 homo_energy_ev=-1.5581
C 1.8414 0.6035 2.1479
C 2.1073 0.1214 0.7409
C 2.8292 -1.0355 0.5638
C 3.1467 -1.5095 -0.6780
C 2.7377 -0.8136 -1.7862
C 1.9903 0.3192 -1.6098
C 1.6538 0.8181 -0.3727
C 0.8376 2.1289 -0.3389
N -0.1795 2.2538 0.6657
C -1.0674 1.1220 0.6801
C -1.6502 0.7007 -0.6853
C -2.5771 -0.5386 -0.6225
C -1.7536 -1.8281 -0.3941
C -3.6169 -0.4582 0.4993
H 1.5759 1.6573 2.1793
H 2.6804 0.3580 2.8092
H 0.9837 0.0447 2.5355
H 3.1592 -1.5919 1.4365
H 3.7348 -2.4167 -0.7775
H 2.9734 -1.1117 -2.8024
H 1.6620 0.8700 -2.4874
H 1.5771 2.9259 -0.1428
H 0.4729 2.3116 -1.3791
H -1.9186 1.4076 1.3123
H -0.6460 0.1938 1.1428
H -0.8688 0.4187 -1.3974
H -2.2231 1.5099 -1.1554
H -3.1267 -0.6644 -1.5638
H -2.3318 -2.6958 -0.7353
H -1.6210 -1.9807 0.6787
H -0.7892 -1.8074 -0.9024
H -4.2275 0.4487 0.4556
H -3.0963 -0.4251 1.4589
H -4.2699 -1.3368 0.5247

---

12
Properties=species:S:1:pos:R:3 method="wB97M-V/def2-TZVPD" e_lumo_ev="-0.95 / -0.95" de_lowest_kcal_mol=209.1 spin_multiplicity=1 orbital_gap_ev="8.0 / 8.0" homo_energy_ev="-8.9125 / -8.9155"
C -0.2856 -2.1746 -1.2107
C 1.5910 3.6728 0.3129
C -0.2412 -0.8129 -0.8214
C -0.3305 -0.4285 0.7600
N 0.9515 2.7044 0.2526
N 0.2957 1.5913 0.1246
N 0.1445 0.8267 1.1260
H -0.5762 -2.8825 -0.2618
H 0.6413 -0.3850 -1.2986
H -1.0737 -0.2849 -1.3538
H -1.4157 -0.5527 1.1067
H 0.2990 -1.2740 1.2635

---

14
Properties=species:S:1:pos:R:3 method="wB97M-V/def2-TZVPD" e_lumo_ev="0.36 / 0.44" de_lowest_kcal_mol=130.4 spin_multiplicity=1 orbital_gap_ev="7.0 / 6.9" homo_energy_ev="-6.6415 / -6.4386"
O 0.0525 -0.5278 -1.3893
C 0.7878 -0.9462 -0.3958
N 1.5402 -0.0549 0.3028
C 1.7036 1.2532 0.0978
C -1.5400 0.1707 -1.0023
C -1.8317 -0.2069 0.3396
C -1.7197 -0.6789 1.4423
H 0.7160 -1.9461 0.0338
H 2.0538 -0.4607 1.0881
H 1.2050 1.7023 -0.7521
H 2.3623 1.8101 0.7549
H -1.3835 1.2325 -1.1928
H -2.1040 -0.3303 -1.7878
H -1.8424 -1.0170 2.4607